[1]
{"formula": "C7H11N4", "method": "wB97M-V/def2-TZVPD", "lumo_ev": -3.71, "total_charge": 1, "species": ["C", "N", "C", "C", "N", "C", "C", "N", "C", "C", "N", "H", "H", "H", "H", "H", "H", "H", "H", "H", "H", "H"], "positions_angstrom": [[-1.03482, -2.17114, 0.13056], [-1.18162, -0.73061, 0.04187], [-2.46626, -0.12399, -0.19845], [-2.17103, 1.39447, 0.01203], [-0.66119, 1.46010, 0.05626], [-0.22491, 0.17659, 0.10189], [1.26641, 0.00300, 0.14550], [1.98316, -1.05405, 0.11654], [3.24768, -0.66859, -0.01828], [3.36020, 0.75850, -0.08583], [2.02442, 1.11101, -0.01815], [-0.26629, -2.36528, 0.80780], [-1.92058, -2.78446, 0.38018], [-0.69343, -2.54153, -0.82167], [-3.20834, -0.50577, 0.45419], [-2.65841, -0.36465, -1.18639], [-2.59928, 1.97952, -0.84836], [-2.54040, 1.74168, 0.96339], [-0.23260, 2.40466, 0.14249], [4.14312, -1.16572, -0.15295], [4.20411, 1.38373, -0.28531], [1.63006, 2.06254, 0.26267]]}

[2]
{"formula": "C7H11N4", "method": "wB97M-V/def2-TZVPD", "lumo_ev": -3.92, "total_charge": 1, "species": ["C", "C", "N", "C", "N", "C", "C", "C", "N", "N", "C", "H", "H", "H", "H", "H", "H", "H", "H", "H", "H", "H"], "positions_angstrom": [[-2.45206, -0.91893, 0.23410], [-1.98520, -0.05651, 1.11291], [-0.70124, -0.27984, 1.76328], [0.45975, 0.05438, 1.19196], [1.52667, -0.04649, 1.94811], [0.58311, 0.58480, -0.17171], [0.46301, 1.89477, -0.52752], [0.52406, 1.87165, -1.98119], [0.52020, 0.60604, -2.37590], [0.60328, -0.21555, -1.33686], [1.10432, -1.59702, -1.45511], [-1.78480, -1.70724, -0.13121], [-3.43459, -0.83270, -0.18184], [-2.54831, 0.72525, 1.44486], [-0.64077, -0.27087, 2.76571], [2.43071, 0.40283, 1.73040], [1.26752, -0.02834, 3.00090], [0.39235, 2.66567, 0.19271], [0.35566, 2.69335, -2.62296], [0.90614, -1.68558, -2.62282], [0.31566, -2.10330, -0.85351], [2.09454, -1.75637, -1.12430]]}

[3]
{"formula": "C7H11N4O", "method": "wB97M-V/def2-TZVPD", "lumo_ev": [3.39, 3.39], "total_charge": -1, "species": ["C", "C", "C", "C", "C", "C", "C", "N", "N", "N", "N", "O", "H", "H", "H", "H", "H", "H", "H", "H", "H", "H", "H"], "positions_angstrom": [[0.07154, 2.38936, -2.18383], [1.00281, -1.03059, -0.73050], [-0.36729, -0.40286, -0.37667], [0.81899, 0.46064, -0.69893], [-0.62543, -0.45647, 1.08767], [-1.57032, -0.45522, -1.20808], [1.79570, 1.56844, 1.07430], [0.73278, 3.17299, -2.97904], [2.02498, 2.70619, -2.99814], [2.21632, 1.67916, -2.29192], [0.97133, 1.29390, -1.75792], [-1.08326, 2.42632, -1.85187], [1.64539, -1.49322, 0.03471], [1.28824, -1.47633, -1.67132], [0.19086, -1.15864, 1.58678], [-1.57780, -0.92561, 1.43300], [-0.45140, 0.55196, 1.55190], [-1.98572, -1.42421, -1.26099], [-1.39090, -0.10895, -2.23189], [-2.33524, 0.13199, -0.75674], [2.08443, 0.75519, 1.68917], [0.95544, 2.21138, 1.71078], [2.48105, 2.06477, 0.42256]]}

[4]
{"formula": "C7H11N4O", "method": "wB97M-V/def2-TZVPD", "lumo_ev": -3.35, "total_charge": 1, "species": ["O", "C", "N", "N", "N", "N", "C", "C", "C", "C", "C", "C", "H", "H", "H", "H", "H", "H", "H", "H", "H", "H", "H"], "positions_angstrom": [[-3.05577, 1.64508, 0.33632], [-3.51433, 0.40907, 0.48456], [-2.31747, -0.59396, 0.14988], [-1.88021, -2.12623, 0.07855], [-0.71041, -2.15583, -0.29632], [-0.23086, -0.97732, -0.44759], [-1.17060, -0.08757, -0.23455], [-0.27655, 1.12900, -0.55234], [0.86471, 0.06942, -0.70470], [1.93008, 0.06536, 0.42039], [2.82338, -1.18682, 0.45461], [3.36732, 0.13902, -0.01460], [-3.23694, 1.97373, -0.52309], [-4.50211, 0.11303, 0.09405], [-3.59761, 0.27977, 1.58558], [-0.66838, 1.35961, -1.56302], [0.01763, 1.86049, 0.23160], [1.31375, 0.08405, -1.69387], [1.53308, 0.45923, 1.40580], [2.63885, -1.82157, -0.29607], [3.18556, -1.51320, 1.41258], [4.00393, 0.73022, 0.69685], [3.48296, 0.14542, -1.02464]]}

[5]
{"formula": "C7H11N4O", "method": "wB97M-V/def2-TZVPD", "lumo_ev": [-5.04, -5.04], "total_charge": 1, "species": ["C", "N", "C", "C", "C", "N", "N", "C", "O", "N", "C", "C", "H", "H", "H", "H", "H", "H", "H", "H", "H", "H", "H"], "positions_angstrom": [[-0.18808, -2.32748, 2.06389], [0.85145, -2.55230, 1.58202], [1.96614, -2.28779, 0.95333], [2.25660, -0.92746, 0.69142], [3.60415, -0.44551, 0.31340], [1.20493, -0.17393, 0.55570], [0.13357, -0.01335, 1.11407], [-1.11331, 0.20734, 0.42570], [-1.87173, -0.72763, 0.51435], [-1.29914, 1.40381, -0.10768], [-2.54831, 1.77082, -0.76329], [-2.43336, 1.64518, -2.27612], [-1.06327, -2.32898, 2.65855], [2.54122, -3.10442, 0.54859], [4.28066, -1.28288, 0.16470], [3.56466, 0.16215, -0.58879], [3.99827, 0.18187, 1.11528], [-0.53378, 2.06136, -0.14654], [-2.79310, 2.79634, -0.48065], [-3.31823, 1.09424, -0.38522], [-2.20150, 0.62060, -2.55526], [-3.37866, 1.92528, -2.72953], [-1.65917, 2.30274, -2.66792]]}

[6]
{"formula": "C7H11N5", "method": "wB97M-V/def2-TZVPD", "lumo_ev": 0.99, "total_charge": 0, "species": ["N", "C", "C", "C", "N", "C", "C", "C", "N", "C", "N", "N", "H", "H", "H", "H", "H", "H", "H", "H", "H", "H", "H"], "positions_angstrom": [[3.78855, -1.28111, 0.20602], [2.51219, -0.69262, 0.00022], [1.25605, -1.40877, -0.12708], [0.13145, -0.55544, -0.14909], [-1.12442, -1.13421, -0.08517], [-2.50835, -0.79523, -0.23975], [-3.05913, 0.11836, 0.91049], [-2.98590, 0.62520, -0.50186], [0.22040, 0.79487, -0.10320], [1.44163, 1.35036, 0.00457], [1.50477, 2.68118, 0.02087], [2.57545, 0.63903, 0.00113], [4.61075, -0.65372, -0.03822], [3.77531, -2.29735, 0.15932], [1.11366, -2.50968, -0.13138], [-0.92774, -2.12954, -0.30839], [-3.06853, -1.67067, -0.51983], [-3.98623, -0.19764, 1.36763], [-2.30045, 0.65741, 1.54114], [-3.93180, 0.72921, -1.07564], [-2.16506, 1.29626, -0.70294], [2.34924, 3.21184, 0.07217], [0.77817, 3.22227, -0.30101]]}

[7]
{"formula": "C7H11NO", "method": "wB97M-V/def2-TZVPD", "lumo_ev": 0.80, "total_charge": 0, "species": ["O", "C", "C", "C", "C", "C", "C", "N", "C", "H", "H", "H", "H", "H", "H", "H", "H", "H", "H", "H"], "positions_angstrom": [[2.49685, 0.03693, -0.92239], [1.74145, -0.34464, 0.23902], [1.12451, 0.90630, 0.82474], [-0.02047, 1.56850, 0.59753], [-0.95093, 1.42733, -0.48096], [-1.86987, 0.44726, -0.52972], [-1.78116, -0.90971, 0.02653], [-0.43172, -1.39312, 0.70017], [0.67638, -1.26719, -0.25095], [1.90324, 0.60454, -1.41619], [2.46637, -0.76087, 0.83784], [1.80153, 1.29776, 1.66676], [-0.15884, 2.36559, 1.27368], [-0.90387, 2.21723, -1.08020], [-2.51853, 0.58207, -1.42365], [-2.08718, -1.62762, -0.76294], [-2.61586, -1.02950, 0.72164], [-0.24009, -1.05516, 1.64452], [0.32008, -0.77180, -1.16992], [1.04810, -2.29391, -0.49551]]}

[8]
{"formula": "C7H11NO", "method": "wB97M-V/def2-TZVPD", "lumo_ev": 0.90, "total_charge": 0, "species": ["C", "C", "C", "C", "C", "C", "N", "C", "O", "H", "H", "H", "H", "H", "H", "H", "H", "H", "H", "H"], "positions_angstrom": [[1.56615, -1.55537, -0.23561], [0.71670, -1.24763, -1.20800], [-0.27050, -0.17903, -1.12086], [-0.39564, 0.48730, -2.53166], [0.18598, 0.93733, -0.14297], [-0.74936, 1.88008, 0.45763], [-0.04876, 0.93614, 1.29380], [-0.55059, -0.10312, 2.05945], [-0.31178, -1.30085, 1.82966], [2.33807, -2.27745, -0.32020], [1.53730, -0.97434, 0.70288], [0.71597, -1.84220, -2.16555], [-1.23180, -0.56707, -0.73195], [0.51787, 1.01001, -2.84510], [-0.64195, -0.23766, -3.32834], [-1.23043, 1.25426, -2.47177], [1.18797, 1.29403, -0.35718], [-1.82396, 1.77617, 0.35177], [-0.44325, 2.89401, 0.72578], [-1.10669, 0.20671, 3.07786]]}

[9]
{"formula": "C7H11NO", "method": "wB97M-V/def2-TZVPD", "lumo_ev": [0.45, -0.35], "total_charge": 0, "species": ["C", "C", "C", "C", "C", "C", "C", "N", "O", "H", "H", "H", "H", "H", "H", "H", "H", "H", "H", "H"], "positions_angstrom": [[0.77743, 1.18346, -0.38581], [-0.36475, 0.52606, 0.12884], [2.83546, 0.74179, -1.52572], [3.42412, 0.98355, -2.67507], [-1.62938, 1.37587, 0.34841], [-1.01223, -2.07243, 2.17174], [-1.21759, -1.58451, 0.70817], [-0.19127, -0.61040, 0.53358], [1.83642, 0.44251, -0.80712], [0.72796, 2.14852, -0.89968], [2.83252, 0.93953, -3.67741], [4.44088, 1.22406, -2.68492], [-2.42840, 0.66330, 0.24468], [-1.75933, 1.96780, -0.57089], [-1.74077, 2.04345, 1.28003], [-0.03297, -2.32286, 2.23055], [-1.39925, -1.22285, 2.74405], [-1.68687, -2.98095, 2.35155], [-1.19714, -2.31265, -0.12191], [-2.21483, -1.13325, 0.60690]]}

[10]
{"formula": "C7H11NO", "method": "wB97M-V/def2-TZVPD", "lumo_ev": 0.54, "total_charge": 0, "species": ["C", "C", "C", "C", "C", "C", "C", "O", "N", "H", "H", "H", "H", "H", "H", "H", "H", "H", "H", "H"], "positions_angstrom": [[0.06441, -1.63672, -0.26333], [0.48084, 1.50735, -0.62013], [2.56765, 0.37843, 0.42100], [-2.42232, -0.96283, -0.03984], [-0.51423, 0.71284, 0.19968], [1.30897, 0.30259, -0.39430], [-0.97518, -0.57960, -0.07066], [-1.13085, 1.43407, 1.20661], [0.93878, -0.79474, -1.05377], [-1.80519, 2.02708, 0.85567], [0.50112, -2.02270, 0.66830], [-0.29245, -2.46919, -0.87624], [0.81244, 2.40863, -0.09982], [0.21064, 1.70861, -1.65484], [3.36386, 0.82030, -0.18288], [2.43548, 1.01554, 1.29683], [2.87922, -0.61644, 0.73601], [-2.57081, -1.94141, 0.42183], [-3.04642, -0.26046, 0.51246], [-2.80595, -1.03133, -1.06258]]}

[11]
{"formula": "C7H11NO", "method": "wB97M-V/def2-TZVPD", "lumo_ev": 0.60, "total_charge": 0, "species": ["C", "C", "C", "C", "C", "C", "C", "H", "H", "H", "H", "H", "H", "H", "H", "H", "H", "H", "N", "O"], "positions_angstrom": [[-0.68836, 0.33335, 0.56909], [0.48157, -1.57823, -0.72839], [0.77957, 0.04848, 0.83113], [1.27673, 1.09511, 0.10833], [-0.08845, 1.50691, -0.48159], [-0.62201, 0.71268, -1.61289], [-0.78465, -0.51885, -0.75253], [-2.36142, 0.11262, 1.15841], [0.08055, -2.65227, -0.63158], [1.20981, -1.55312, -1.58058], [0.55210, -1.94060, 1.20321], [0.99578, 0.04056, 2.03888], [2.05709, 0.67713, -0.54909], [1.77200, 1.88949, 0.63920], [0.03586, 2.81586, -0.86955], [-1.57476, 1.00294, -1.88810], [-0.01030, 0.35531, -2.52761], [-1.80673, -1.08735, -0.97687], [1.16731, -1.41023, 0.54898], [-1.40594, 0.07679, 1.56775]]}

[12]
{"formula": "C7H11NO", "method": "wB97M-V/def2-TZVPD", "lumo_ev": -0.10, "total_charge": 0, "species": ["H", "N", "C", "C", "C", "O", "C", "C", "C", "C", "H", "H", "H", "H", "H", "H", "H", "H", "H", "H"], "positions_angstrom": [[0.52868, -1.86107, 1.03815], [1.40882, -1.45221, 0.72174], [1.31599, -0.78486, -0.34713], [2.55042, -0.25874, -1.00867], [0.02701, -0.97395, -1.33209], [0.17826, -1.59405, -2.35719], [-1.17100, -0.48498, -0.72678], [-1.10484, 0.32411, 0.37902], [-0.20152, 1.50914, 0.53284], [-2.27721, 0.34050, 1.31496], [2.99945, -1.06354, -1.59154], [2.31918, 0.55259, -1.69913], [3.25311, 0.13484, -0.27805], [-2.10364, -0.93611, -1.04617], [-0.81121, 2.41508, 0.56419], [0.33885, 1.45671, 1.47912], [0.50986, 1.60107, -0.28169], [-1.97409, 0.60721, 2.32659], [-2.99864, 1.08835, 0.97630], [-2.78748, -0.62009, 1.33553]]}

Energy relative to the best compared isomer or geometry (same formula, charge and spin) for the records above, in order: 137.2, 284.1, 248.6, 595.6, 424.0, 28.7, 336.0, 263.9, 654.2, 458.7, 579.0, 194.0 kJ/mol